Record 1
Density functional theory data (ωB97M-V/def2-TZVPD) for a molecular structure, C17H27CuF6N4O7S2 in a non-equilibrium geometry.

Summary:
**Energy relative to the best compared isomer or geometry (same formula, charge and spin)**: 131.5 kJ/mol
**Gap between HOMO and LUMO**: 8.50 eV
**DFT total energy**: -120974.120 eV
**F_max**: 2.473 eV Å⁻¹

Structure (ORCA input):
```
! RIJCOSX wB97M-V def2-TZVPD def2/J DEFGRID3
* xyz 0 1
Cu -0.149 -0.051 -0.098
C -2.369 2.035 -1.478
F -1.119 2.466 -1.383
F -2.792 1.477 -0.351
F -3.113 3.077 -1.748
S -2.434 0.677 -2.778
O -3.817 0.272 -2.774
O -1.825 1.275 -3.938
N -1.392 -0.453 -2.015
S -1.601 -1.829 -2.763
O -2.653 -2.605 -2.147
O -1.605 -1.792 -4.217
C -0.034 -2.722 -2.227
F 1.061 -2.067 -2.667
F 0.050 -2.871 -0.928
F -0.015 -3.902 -2.841
C 2.797 2.867 -2.147
C 1.683 2.597 -3.148
C 1.571 1.092 -2.976
O 1.630 0.879 -1.562
C 2.520 1.842 -1.023
H 2.811 3.909 -1.824
H 3.741 2.666 -2.655
H 1.951 2.759 -4.196
H 0.772 3.174 -2.994
H 2.440 0.590 -3.422
H 0.711 0.629 -3.459
H 3.524 1.490 -0.757
H 2.077 2.296 -0.136
C 0.466 3.784 2.229
C -0.603 2.733 1.956
O -0.332 1.776 1.236
N -1.737 2.856 2.656
C -2.784 1.867 2.804
H 0.823 4.316 1.349
H 1.354 3.292 2.621
H 0.022 4.488 2.934
H -1.874 3.685 3.207
H -2.636 1.369 3.773
H -2.697 1.066 2.078
H -3.796 2.258 2.871
C 3.244 -2.188 2.214
C 2.629 -1.830 0.890
O 1.764 -0.943 0.821
N 3.066 -2.403 -0.247
C 4.111 -3.382 -0.482
H 3.491 -3.247 2.244
H 2.461 -2.022 2.953
H 4.034 -1.470 2.423
H 2.616 -1.990 -1.051
H 4.966 -2.953 -1.013
H 3.679 -4.181 -1.079
H 4.581 -3.722 0.438
N -2.002 -1.414 1.265
C -3.092 -2.148 0.987
C -3.840 -2.755 1.992
C -3.428 -2.683 3.308
C -2.338 -1.881 3.598
C -1.631 -1.307 2.545
H -3.358 -2.082 -0.061
H -4.798 -3.168 1.701
H -4.012 -3.135 4.098
H -2.030 -1.623 4.604
H -0.741 -0.737 2.786
*
```

Record 2
Density functional theory data (ωB97M-V/def2-TZVPD) for a gas-phase ion, C6H15N3OPS2 (charge +1) in a non-equilibrium geometry.

Summary:
**Structure (SMILES)**: NC1=[N+](CCCS)CO[C@H]([PH2]=S)N1
**Gap between HOMO and LUMO**: 6.23 eV
**DFT total energy**: -43930.745 eV
**F_max**: 6.240 eV Å⁻¹

Structure (ORCA input):
```
! RIJCOSX wB97M-V def2-TZVPD def2/J DEFGRID3
* xyz 1 1
N -1.950 0.411 1.169
C -1.128 -0.447 0.428
N -1.065 -0.282 -1.073
C -0.852 1.153 -1.503
C 0.527 1.848 -0.955
C 0.398 2.604 0.494
S -1.033 3.807 0.625
C -0.077 -1.216 -1.734
O 0.497 -2.248 -0.858
C 0.924 -1.701 0.443
P 2.013 -2.913 1.456
S 1.890 -4.650 0.512
N -0.375 -1.488 1.248
H -2.971 0.540 0.991
H -1.488 0.885 1.995
H -1.834 1.756 -1.267
H -0.773 1.130 -2.694
H 0.838 2.672 -1.761
H 1.455 1.098 -0.928
H 0.405 1.765 1.322
H 1.397 3.235 0.646
H -2.196 3.004 0.525
H -0.689 -1.802 -2.575
H 0.719 -0.576 -2.322
H 1.433 -0.646 0.388
H 1.485 -3.127 2.807
H 3.368 -2.416 1.484
H -0.917 -2.396 1.138
*
```

Record 3
Density functional theory data (ωB97M-V/def2-TZVPD) for a molecular structure, C6H13AgN2O4PS in a non-equilibrium geometry.

Summary:
**Gap between HOMO and LUMO**: 4.64 eV
**DFT total energy**: -41716.448 eV
**F_max**: 6.682 eV Å⁻¹

Structure (ORCA input):
```
! RIJCOSX wB97M-V def2-TZVPD def2/J DEFGRID3
* xyz 1 1
C -2.378 -0.613 -2.068
C -1.378 0.448 -2.581
S 0.369 -0.067 -2.576
C 0.768 -0.864 -0.968
C 0.193 -0.194 0.323
P -0.149 1.650 0.324
N 0.105 2.241 1.914
O 1.066 2.371 -0.643
O -0.919 -0.912 0.827
C -0.485 -2.143 1.323
O -1.116 -3.032 1.587
O 0.899 -2.067 1.382
C 1.224 -0.666 1.434
N 0.929 -0.286 2.807
H -2.560 -0.552 -0.989
H -3.350 -0.397 -2.542
H -2.125 -1.634 -2.384
H -1.553 1.407 -2.073
H -1.620 0.642 -3.636
H 0.510 -1.924 -1.054
H 1.868 -0.822 -0.888
H 1.107 2.177 2.127
H -0.123 3.236 1.889
H 1.876 1.798 -0.636
H 2.273 -0.408 1.209
H 0.004 0.126 2.905
H 0.931 -1.107 3.407
Ag 3.633 1.593 -0.420
*
```